1.
Entry from OMol25: a 8-piece molecular cluster, C55H126F6N7O3P overall at a distorted geometry (wB97M-V/def2-TZVPD).

Results
LUMO ... -12.1 eV
Gap between HOMO and LUMO ... 0.29333 Ha
HOMO energy ... -20.061 eV

```
! RIJCOSX wB97M-V def2-TZVPD def2/J DEFGRID3
* xyz 6 1
P 14.36 -3.34 11.49
F 15.84 -2.72 11.26
F 12.87 -3.98 11.57
F 13.71 -1.87 11.71
F 14.70 -3.64 13.05
F 15.00 -4.84 11.30
F 14.14 -3.21 9.89
O 20.58 -4.88 11.68
O 11.94 -3.74 6.32
O 8.63 0.05 11.91
N 5.69 -1.57 9.14
N 21.25 -4.71 9.47
N 15.79 0.01 14.63
N 15.33 0.81 6.54
N 9.36 2.23 11.69
N 14.14 -7.74 13.82
N 13.74 -6.19 7.42
C 13.37 -6.40 5.97
C 16.68 -0.96 13.88
C 4.39 -5.03 5.65
C 12.64 -5.33 8.03
C 18.85 -4.14 10.23
C 6.51 -2.55 9.99
C 15.00 -0.52 16.89
C 18.16 -0.60 13.90
C 9.33 2.98 10.39
C 4.85 -3.62 5.97
C 15.64 1.49 12.54
C 21.60 -6.15 9.12
C 15.11 -5.60 7.49
C 5.25 -3.39 7.42
C 14.11 -11.55 14.95
C 5.62 -1.94 7.66
C 8.76 -3.42 10.69
C 12.62 -3.89 7.54
C 9.52 0.72 11.52
C 16.45 1.79 6.27
C 8.00 -2.63 9.59
C 15.29 2.91 12.15
C 12.79 2.33 3.04
C 16.01 3.24 6.18
C 20.24 -4.59 10.60
C 14.23 0.97 5.55
C 15.71 0.00 8.82
C 17.21 4.18 6.09
C 16.20 0.03 16.12
C 3.88 -0.03 9.97
C 5.25 0.59 10.26
C 13.78 -7.49 8.18
C 14.35 -0.45 14.62
C 13.97 -12.89 14.18
C 12.79 -7.66 13.12
C 15.31 -7.75 12.86
C 11.64 -7.34 14.02
C 20.42 -1.34 12.98
C 16.01 -6.33 14.63
C 4.28 -1.49 9.73
C 15.92 1.38 14.04
C 18.94 -1.71 13.18
C 14.63 0.88 4.07
C 13.79 -0.18 16.01
C 16.46 -0.89 7.81
C 14.81 0.92 7.95
C 14.47 -6.56 14.72
C 14.16 -9.00 14.74
C 16.53 -7.43 13.75
C 15.74 -0.65 6.49
C 6.15 -0.12 9.26
C 14.09 -10.34 14.03
C 10.90 0.20 11.16
C 10.30 -7.26 13.27
C 13.42 0.95 3.14
H 8.84 -2.82 11.59
H 13.80 0.07 13.84
H 22.30 -6.15 8.29
H 14.89 -13.30 13.78
H 16.42 1.07 11.91
H 6.09 -4.05 7.64
H 5.00 -5.77 6.17
H 18.81 -2.69 13.65
H 16.92 1.58 5.31
H 8.46 2.34 12.18
H 15.06 2.95 11.08
H 5.51 0.37 11.30
H 6.64 -1.71 7.33
H 15.13 -7.00 12.10
H 14.58 -8.11 7.77
H 16.88 5.21 5.98
H 12.69 0.20 3.48
H 13.69 0.52 2.17
H 5.43 1.65 10.11
H 15.30 3.53 6.96
H 11.73 2.28 2.80
H 17.08 -0.60 16.22
H 15.45 -8.71 12.35
H 14.90 -10.40 13.29
H 11.74 -5.93 7.87
H 14.83 -1.24 6.42
H 7.96 -3.14 8.63
H 14.28 -1.51 14.39
H 14.97 -11.67 15.62
H 14.80 0.82 12.30
H 16.47 -1.98 14.19
H 17.78 3.98 5.18
H 12.81 -5.30 9.11
H 14.02 -7.26 9.21
H 3.39 -5.14 6.10
H 17.21 1.58 7.02
H 13.91 -5.73 14.28
H 21.00 -2.22 12.69
H 12.39 -6.87 5.90
H 13.59 0.88 16.18
H 4.05 -2.92 5.71
H 7.19 -0.01 9.57
H 15.10 -0.10 3.94
H 4.26 -5.23 4.59
H 8.22 -4.34 10.91
H 18.12 -4.47 10.96
H 13.13 -10.40 13.49
H 9.90 -8.26 13.11
H 6.04 0.35 8.27
H 13.66 -3.53 7.55
H 10.29 -6.74 12.31
H 15.32 1.67 3.79
H 8.53 2.65 9.73
H 13.44 -5.46 5.45
H 9.58 -6.83 13.96
H 18.37 0.28 13.29
H 16.34 -0.90 5.62
H 12.13 -3.34 8.34
H 11.47 -8.11 14.78
H 11.71 -2.82 6.15
H 17.53 -0.71 7.92
H 14.13 -7.09 5.59
H 16.15 3.56 12.29
H 20.94 -4.16 8.66
H 16.46 1.05 16.42
H 3.48 0.42 9.07
H 18.81 -3.05 10.21
H 12.84 -8.01 8.01
H 16.37 -0.92 12.83
H 13.77 1.96 5.66
H 11.86 -6.42 14.57
H 13.51 -13.61 14.85
H 15.10 -8.87 15.26
H 10.95 -0.82 11.53
H 13.30 -11.38 15.68
H 15.17 2.00 14.55
H 13.39 -8.81 15.49
H 15.09 -1.59 17.05
H 3.33 0.01 10.91
H 16.36 0.76 9.26
H 16.85 -8.34 14.26
H 12.96 -6.85 12.41
H 18.61 -0.55 14.89
H 15.79 -6.40 7.20
H 18.55 -4.55 9.27
H 14.44 3.34 12.67
H 9.05 4.00 10.66
H 3.53 -2.08 9.22
H 13.31 -12.73 13.33
H 4.92 -1.23 7.21
H 11.07 0.20 10.08
H 10.05 2.56 12.38
H 14.06 -6.67 15.72
H 14.95 -0.11 17.90
H 6.36 -2.20 11.01
H 22.04 -6.57 10.01
H 20.68 -6.62 8.77
H 22.10 -4.23 9.82
H 12.88 2.90 3.97
H 17.83 4.17 6.99
H 15.20 -4.79 6.78
H 15.24 -0.55 9.62
H 8.38 -1.62 9.48
H 17.39 -7.26 13.10
H 13.23 2.96 2.27
H 14.86 1.97 8.20
H 16.86 1.83 14.37
H 13.33 0.35 5.71
H 16.12 -5.39 14.07
H 12.72 -8.65 12.67
H 10.31 2.95 9.94
H 18.54 -1.91 12.17
H 20.90 -1.07 13.93
H 6.03 -3.51 9.84
H 9.76 -3.64 10.31
H 4.41 -3.68 8.06
H 15.40 3.42 5.29
H 4.28 -1.96 10.72
H 16.46 -6.24 15.61
H 5.70 -3.36 5.32
H 15.36 -5.38 8.53
H 13.75 0.67 8.02
H 11.70 0.78 11.62
H 20.61 -0.51 12.31
H 16.29 -1.94 8.08
H 12.95 -0.84 16.21
*
```

---

2.
Entry from OMol25: C40H53MnNO2P2SSi2 as an isolated structure at a distorted geometry (wB97M-V/def2-TZVPD).

Results
LUMO (spin up / spin down) ... -3.5 / -2.5 eV
Gap between HOMO and LUMO (spin up / spin down) ... 0.25525 / 0.28776 Ha
Expectation value of S² ... 6.37
HOMO energy (spin up / spin down) ... -10.486 / -10.325 eV

```
! RIJCOSX wB97M-V def2-TZVPD def2/J DEFGRID3
* xyz 1 5
Mn 0.73 0.25 -0.13
S -0.05 -3.13 -1.89
P -1.57 -0.62 0.08
P -0.92 1.93 1.12
Si 2.32 -0.72 1.41
Si 2.72 0.48 -1.59
O 0.52 -1.82 -1.43
O 1.70 2.65 0.49
N -2.12 0.99 0.32
C 3.21 2.29 -2.17
C -3.53 1.37 0.35
C -1.01 3.52 0.23
C -0.41 4.63 0.83
C 4.28 -0.17 -0.64
C -1.79 -0.02 -3.91
C 2.64 -0.42 -3.31
C 2.25 0.39 3.04
C 6.65 -0.62 -0.53
C -1.46 3.61 -1.08
C 0.39 -4.30 -0.52
C -0.25 5.80 0.12
C -2.21 -2.24 2.20
C -3.27 3.69 4.04
C 4.13 -0.65 0.67
C -3.18 -1.93 -3.51
C -2.54 3.51 2.87
C -2.74 -1.63 1.06
C -3.30 2.69 5.00
C 2.15 -2.55 2.10
C 2.70 3.28 1.29
C -4.36 -3.15 2.73
C -1.31 4.80 -1.78
C -4.10 -1.77 0.79
C -3.02 -3.00 3.03
C -0.87 -4.95 0.03
C 6.50 -1.08 0.77
C -1.53 0.07 -2.56
C -2.91 -1.85 -2.15
C -2.61 1.51 4.79
C -2.12 -0.82 -1.66
C -2.62 -1.02 -4.39
C 5.25 -1.10 1.36
C -1.87 1.33 3.63
C 0.80 -3.22 -4.53
C -4.90 -2.53 1.62
C -0.69 5.88 -1.19
C 5.54 -0.16 -1.22
C 1.07 -3.84 -3.17
C -1.83 2.34 2.67
H 7.36 -1.44 1.31
H 0.82 -4.90 -3.19
H 3.67 2.80 1.13
H 3.72 2.84 -1.38
H 2.90 -1.47 -3.20
H -1.68 4.88 -2.79
H 1.11 -2.81 2.30
H -1.16 -2.11 2.43
H 1.79 3.01 -0.40
H -3.32 -2.58 -1.48
H 1.65 -0.36 -3.74
H -0.07 4.55 1.85
H 5.66 0.21 -2.23
H 7.62 -0.61 -1.00
H -0.55 6.80 -1.75
H 2.77 4.34 1.04
H -2.53 4.30 2.13
H -2.61 -3.48 3.91
H 3.90 2.23 -3.01
H 2.71 -2.66 3.02
H -5.96 -2.63 1.40
H -1.32 0.41 3.47
H 1.19 -3.85 -5.32
H 3.18 0.90 3.20
H 2.55 -3.27 1.40
H -1.55 -4.18 0.38
H -1.93 2.77 -1.56
H -2.65 0.72 5.53
H 2.11 -3.71 -2.86
H -3.60 2.46 0.40
H -0.27 -3.09 -4.68
H 5.15 -1.46 2.37
H -2.82 -1.10 -5.44
H -1.35 0.69 -4.60
H 1.27 -2.24 -4.61
H 1.46 1.14 2.95
H -3.87 2.83 5.90
H -5.00 -3.76 3.37
H 2.05 -0.20 3.92
H 0.21 6.65 0.60
H -4.05 0.96 1.21
H -0.62 -5.61 0.86
H 2.36 2.88 -2.51
H -1.38 -5.54 -0.73
H 1.10 -5.05 -0.87
H 2.40 3.17 2.33
H -4.53 -1.29 -0.08
H 0.86 -3.67 0.22
H -3.81 4.61 4.19
H 3.33 0.03 -4.02
H -0.84 0.84 -2.21
H -3.83 -2.71 -3.88
H -4.02 1.04 -0.57
*
```

---

3.
Entry from OMol25: C36H46BiN3O2SSi as an isolated structure (wB97M-V/def2-TZVPD).

Results
ΔE to the lowest compared entry with this formula, charge and spin ... 0.0 kcal/mol
LUMO ... -0.5 eV
Gap between HOMO and LUMO ... 0.25827 Ha
HOMO energy ... -7.531 eV

```
! RIJCOSX wB97M-V def2-TZVPD def2/J DEFGRID3
* xyz 0 1
Bi -0.84 1.50 -0.16
S -1.84 0.41 3.05
Si -0.77 -0.70 -1.82
O -2.90 0.53 2.06
O -1.96 1.22 4.24
N 1.42 1.40 0.55
N -0.48 0.62 2.26
N 5.43 6.55 0.14
C 4.01 1.98 1.36
C -3.11 -1.76 -3.16
C 4.45 6.04 -0.19
C 3.02 1.72 2.33
C 1.99 4.17 -2.25
C -2.49 0.58 -3.76
C 3.70 1.90 0.03
C 0.23 -1.73 -4.31
C 3.24 5.39 -0.60
C -0.74 -3.34 4.08
C -0.70 -2.23 -0.65
C 1.02 1.09 4.18
C -2.02 -5.42 4.71
C -0.27 3.22 -1.73
C -1.95 -3.97 4.32
C 2.31 1.46 4.60
C 0.62 -0.76 -3.18
C -1.85 -1.29 3.55
C -3.12 -3.22 4.18
C 2.37 1.63 -0.32
C 0.91 4.03 -1.37
C -0.58 -3.56 -1.41
C 3.30 1.76 3.72
C 1.96 -1.24 -2.60
C 3.14 4.84 -1.88
C 2.16 5.30 0.28
C -3.08 -1.89 3.79
C -0.68 -2.01 3.70
C 0.89 0.60 -3.83
C 1.02 4.63 -0.10
C 0.50 -2.12 0.32
C 1.72 1.39 1.89
C -1.96 -2.30 0.22
C 0.70 1.03 2.83
C -2.53 -0.45 -2.61
C -3.52 0.12 -1.57
H -0.63 -1.38 -4.88
H 1.92 -2.28 -2.28
H 4.30 2.02 4.05
H -2.15 -1.38 0.76
H -2.76 -5.59 5.49
H 0.27 0.84 4.91
H -1.38 -3.71 -2.13
H -2.30 -6.04 3.85
H 2.28 -0.64 -1.74
H 0.00 -2.74 -3.94
H -2.85 -2.54 -0.36
H -0.62 -4.38 -0.69
H 1.07 -1.82 -5.00
H 1.26 1.33 -3.11
H -3.33 1.18 -1.37
H -4.53 0.07 -1.98
H -2.05 1.53 -3.45
H 0.49 -2.99 0.98
H 3.97 4.94 -2.57
H 0.28 -1.54 3.50
H 1.92 3.74 -3.24
H 0.42 -1.24 0.95
H 2.24 5.74 1.27
H -1.05 -5.78 5.07
H 2.51 1.49 5.67
H 2.08 1.61 -1.36
H 2.73 -1.16 -3.37
H -1.19 3.80 -1.57
H -4.08 -3.69 4.36
H 1.46 -2.11 -0.19
H 1.65 0.49 -4.60
H -3.30 -2.48 -2.37
H -3.52 0.78 -4.08
H 4.43 2.08 -0.74
H -2.45 -2.23 -3.90
H 0.19 4.55 0.59
H 0.01 1.03 -4.30
H -4.06 -1.55 -3.65
H -3.52 -0.40 -0.62
H 0.19 -3.90 4.20
H -0.24 2.89 -2.76
H 5.01 2.23 1.68
H 0.37 -3.66 -1.95
H -3.99 -1.33 3.66
H -1.83 -3.09 0.96
H -1.95 0.21 -4.63
*
```

---

4.
Entry from OMol25: C18H32NO12S2 as an isolated structure (wB97M-V/def2-TZVPD).

Results
LUMO ... 2.0 eV
Gap between HOMO and LUMO ... 0.26980 Ha
HOMO energy ... -5.378 eV

```
! RIJCOSX wB97M-V def2-TZVPD def2/J DEFGRID3
* xyz -1 1
S -4.82 1.21 -0.86
S -2.13 0.85 -1.04
O -1.95 1.89 -2.02
O -9.31 1.19 -5.17
O -1.89 -0.49 -1.51
O -5.50 -0.11 1.38
O 5.82 0.44 1.93
O -1.08 1.11 0.15
O -7.61 0.80 -6.57
O 5.93 1.73 0.10
O 2.21 -1.97 3.05
O -5.13 2.58 -1.21
O -5.11 0.24 -1.90
O 3.55 -3.76 3.20
N -3.44 1.00 -0.15
C 6.47 0.98 1.09
C -5.96 0.87 0.49
C -8.15 0.90 -5.33
C -7.10 0.57 -4.29
C 1.25 1.05 0.77
C 4.21 -4.49 4.24
C 2.74 -0.89 0.09
C 2.90 -2.69 3.72
C 8.25 2.11 -0.03
C 3.17 -2.60 5.21
C -5.80 0.69 -5.07
C 4.39 -3.50 5.38
C -6.25 0.34 -6.48
C 0.24 1.43 -0.31
C 6.94 2.17 -0.81
C 7.98 0.94 0.91
C 2.60 0.64 0.14
C -6.54 -0.65 2.17
H 2.30 -2.99 5.74
H 9.12 1.98 -0.67
H -7.15 1.25 -3.45
H -7.27 -0.45 -3.94
H 1.41 1.90 1.44
H 1.79 -1.34 -0.20
H -5.00 0.05 -4.70
H 8.48 1.03 1.88
H 6.94 1.50 -1.68
H 6.69 3.17 -1.15
H -5.67 0.84 -7.26
H -5.44 1.72 -5.03
H 5.15 -4.88 3.84
H -7.36 0.06 2.31
H 3.43 1.07 0.69
H 0.83 0.22 1.32
H 3.34 -1.57 5.50
H 0.29 2.49 -0.54
H -6.87 0.54 -0.03
H 2.66 1.02 -0.88
H 8.38 3.02 0.54
H 0.46 0.85 -1.21
H 4.47 -3.98 6.36
H -6.95 -1.55 1.70
H 5.30 -2.92 5.22
H 3.58 -5.34 4.52
H -6.13 -0.89 3.15
H -6.15 1.82 1.01
H 8.25 -0.02 0.47
H 3.50 -1.19 -0.64
H 3.02 -1.25 1.08
H -6.24 -0.73 -6.67
*
```

---

5.
Entry from OMol25: the molecule C3H3NS3 at a distorted geometry (wB97M-V/def2-TZVPD).

Results
SMILES ... S=CN(C=S)C=S
ΔE to the lowest compared entry with this formula, charge and spin ... 67.4 kcal/mol
LUMO ... -1.3 eV
Gap between HOMO and LUMO ... 0.27902 Ha
HOMO energy ... -8.898 eV

```
! RIJCOSX wB97M-V def2-TZVPD def2/J DEFGRID3
* xyz 0 1
S -2.35 -1.14 0.23
S 2.96 -0.07 0.16
S -1.13 1.96 -0.22
N 0.25 -0.35 -0.25
C -0.79 -1.27 -0.23
C 0.00 1.05 0.44
C 1.56 -0.89 -0.42
H 0.81 1.43 1.26
H -0.27 -2.25 -0.37
H 1.52 -1.95 -0.61
*
```